C60H150N10O20 | ωB97M-V with the def2-TZVPD basis set

Its total energy is -120488.099 eV. The SMILES is COCCNCCOC.COCCNCCOC.COCCNCCOC.COCCNCCOC.COCCNCCOC.COCCNCCOC.COCCNCCOC.COCCNCCOC.COCCNCCOC.COCCNCCOC. The value obtained for the molar mass is 1331.910 g mol⁻¹. The value obtained for the energy above the lowest of the compared OMol25 structures with the same formula, charge and spin is 65.1 kcal/mol. The spin multiplicity is 1. The orbital gap is 8.849 eV.

Last columns: bonded neighbours and bond lengths (Å).
Positions of all 240 atoms, in Å:
1 C -13.88 -4.16 36.01  O2 1.403, H10 1.099, H11 1.089, H12 1.093
2 O -13.31 -4.33 34.73  C1 1.403, C3 1.409
3 C -13.27 -5.69 34.35  O2 1.409, C4 1.521, H13 1.105, H14 1.101
4 C -12.98 -5.80 32.86  C3 1.521, N5 1.478, H15 1.099, H16 1.091
5 N -11.74 -5.07 32.55  C4 1.478, C6 1.451, H17 1.018
6 C -11.63 -4.75 31.13  N5 1.451, C7 1.533, H18 1.094, H19 1.098
7 C -12.50 -3.59 30.65  C6 1.533, O8 1.404, H20 1.091, H21 1.102
8 O -12.48 -2.47 31.50  C7 1.404, C9 1.407
9 C -11.39 -1.61 31.28  O8 1.407, H22 1.088, H23 1.098, H24 1.096
10 H -14.91 -4.53 36.02  C1 1.099
11 H -13.95 -3.08 36.17  C1 1.089
12 H -13.31 -4.65 36.80  C1 1.093
13 H -14.24 -6.16 34.54  C3 1.105
14 H -12.57 -6.30 34.94  C3 1.101
15 H -13.84 -5.36 32.34  C4 1.099
16 H -12.90 -6.86 32.61  C4 1.091
17 H -11.87 -4.20 33.07  N5 1.018
18 H -11.82 -5.60 30.47  C6 1.094
19 H -10.57 -4.52 30.94  C6 1.098
20 H -13.51 -3.96 30.48  C7 1.091
21 H -12.12 -3.26 29.67  C7 1.102
22 H -11.55 -0.73 31.90  C9 1.088
23 H -11.33 -1.27 30.24  C9 1.098
24 H -10.45 -2.09 31.57  C9 1.096
25 C -8.46 1.87 28.52  O26 1.414, H34 1.091, H35 1.091, H36 1.096
26 O -9.41 1.68 27.49  C25 1.414, C27 1.423
27 C -10.75 1.52 27.95  O26 1.423, C28 1.505, H37 1.093, H38 1.097
28 C -11.35 0.41 27.13  C27 1.505, N29 1.479, H39 1.097, H40 1.099
29 N -12.62 -0.10 27.69  C28 1.479, C30 1.456, H41 1.019
30 C -13.52 -0.69 26.71  N29 1.456, C31 1.512, H42 1.096, H43 1.092
31 C -12.95 -1.90 26.02  C30 1.512, O32 1.423, H44 1.098, H45 1.099
32 O -12.74 -2.94 26.97  C31 1.423, C33 1.413
33 C -11.99 -3.99 26.41  O32 1.413, H46 1.094, H47 1.092, H48 1.095
34 H -8.89 2.53 29.28  C25 1.091
35 H -7.57 2.33 28.09  C25 1.091
36 H -8.12 0.91 28.91  C25 1.096
37 H -11.27 2.48 27.84  C27 1.093
38 H -10.77 1.25 29.01  C27 1.097
39 H -10.58 -0.36 26.97  C28 1.097
40 H -11.56 0.75 26.10  C28 1.099
41 H -12.27 -0.88 28.26  N29 1.019
42 H -13.75 0.09 25.97  C30 1.096
43 H -14.48 -0.91 27.18  C30 1.092
44 H -11.99 -1.62 25.55  C31 1.098
45 H -13.62 -2.30 25.24  C31 1.099
46 H -12.51 -4.40 25.54  C33 1.094
47 H -11.92 -4.77 27.17  C33 1.092
48 H -10.95 -3.74 26.16  C33 1.095
49 C -11.18 1.68 19.63  O50 1.403, H58 1.088, H59 1.099, H60 1.097
50 O -12.57 1.56 19.73  C49 1.403, C51 1.405
51 C -12.99 0.33 20.26  O50 1.405, C52 1.512, H61 1.100, H62 1.100
52 C -14.49 0.21 20.06  C51 1.512, N53 1.475, H63 1.094, H64 1.097
53 N -15.02 -0.86 20.92  C52 1.475, C54 1.469, H65 1.014
54 C -16.48 -0.98 20.88  N53 1.469, C55 1.495, H66 1.100, H67 1.092
55 C -17.29 0.16 21.40  C54 1.495, O56 1.416, H68 1.095, H69 1.103
56 O -17.35 1.29 20.54  C55 1.416, C57 1.428
57 C -18.27 1.11 19.46  O56 1.428, H70 1.090, H71 1.088, H72 1.097
58 H -10.90 2.73 19.65  C49 1.088
59 H -10.81 1.24 18.69  C49 1.099
60 H -10.67 1.15 20.45  C49 1.097
61 H -12.70 0.19 21.31  C51 1.100
62 H -12.46 -0.44 19.67  C51 1.100
63 H -14.70 0.03 19.00  C52 1.094
64 H -14.94 1.19 20.27  C52 1.097
65 H -14.73 -0.65 21.87  N53 1.014
66 H -16.66 -1.89 21.47  C54 1.100
67 H -16.84 -1.33 19.90  C54 1.092
68 H -16.88 0.55 22.34  C55 1.095
69 H -18.33 -0.12 21.66  C55 1.103
70 H -18.06 0.18 18.93  C57 1.090
71 H -18.16 1.91 18.74  C57 1.088
72 H -19.26 1.17 19.92  C57 1.097
73 C -15.08 -5.47 20.52  O74 1.411, H82 1.087, H83 1.093, H84 1.100
74 O -14.70 -6.47 21.43  C73 1.411, C75 1.404
75 C -15.76 -6.93 22.24  O74 1.404, C76 1.497, H85 1.106, H86 1.099
76 C -15.21 -7.91 23.23  C75 1.497, N77 1.447, H87 1.105, H88 1.094
77 N -14.44 -7.23 24.24  C76 1.447, C78 1.448, H89 1.015
78 C -13.66 -8.15 25.05  N77 1.448, C79 1.508, H90 1.107, H91 1.094
79 C -12.68 -7.42 25.94  C78 1.508, O80 1.424, H92 1.098, H93 1.102
80 O -11.99 -8.42 26.70  C79 1.424, C81 1.411
81 C -11.06 -7.88 27.61  O80 1.411, H94 1.096, H95 1.097, H96 1.088
82 H -14.21 -4.98 20.09  C73 1.087
83 H -15.73 -4.71 20.96  C73 1.093
84 H -15.62 -5.96 19.70  C73 1.100
85 H -16.51 -7.42 21.59  C75 1.106
86 H -16.29 -6.08 22.68  C75 1.099
87 H -14.58 -8.64 22.69  C76 1.105
88 H -16.02 -8.49 23.69  C76 1.094
89 H -13.85 -6.56 23.76  N77 1.015
90 H -13.05 -8.84 24.43  C78 1.107
91 H -14.32 -8.77 25.65  C78 1.094
92 H -13.20 -6.74 26.62  C79 1.098
93 H -11.95 -6.83 25.38  C79 1.102
94 H -11.30 -6.87 27.94  C81 1.096
95 H -10.11 -7.85 27.07  C81 1.097
96 H -11.01 -8.50 28.51  C81 1.088
97 C -19.60 -1.41 17.39  O98 1.416, H106 1.092, H107 1.090, H108 1.100
98 O -18.25 -1.62 17.01  C97 1.416, C99 1.423
99 C -18.00 -3.00 16.78  O98 1.423, C100 1.521, H109 1.095, H110 1.100
100 C -16.55 -3.26 16.40  C99 1.521, N101 1.468, H111 1.105, H112 1.087
101 N -15.67 -3.49 17.56  C100 1.468, C102 1.428, H113 1.006
102 C -14.30 -3.63 17.21  N101 1.428, C103 1.526, H114 1.092, H115 1.104
103 C -13.99 -5.02 16.66  C102 1.526, O104 1.400, H116 1.102, H117 1.096
104 O -12.61 -5.07 16.41  C103 1.400, C105 1.396
105 C -12.21 -6.29 15.85  O104 1.396, H118 1.093, H119 1.102, H120 1.096
106 H -20.21 -2.10 16.80  C97 1.092
107 H -19.86 -0.37 17.23  C97 1.090
108 H -19.83 -1.53 18.46  C97 1.100
109 H -18.63 -3.29 15.93  C99 1.095
110 H -18.19 -3.57 17.70  C99 1.100
111 H -16.20 -2.35 15.89  C100 1.105
112 H -16.49 -4.13 15.74  C100 1.087
113 H -15.85 -2.74 18.21  N101 1.006
114 H -13.63 -3.52 18.07  C102 1.092
115 H -13.92 -2.92 16.45  C102 1.104
116 H -14.54 -5.15 15.72  C103 1.102
117 H -14.32 -5.81 17.35  C103 1.096
118 H -11.13 -6.41 15.89  C105 1.093
119 H -12.44 -6.34 14.78  C105 1.102
120 H -12.63 -7.18 16.34  C105 1.096
121 C -17.29 -9.60 19.81  O122 1.402, H130 1.091, H131 1.100, H132 1.097
122 O -17.72 -10.61 18.93  C121 1.402, C123 1.409
123 C -18.02 -11.83 19.57  O122 1.409, C124 1.521, H133 1.099, H134 1.096
124 C -18.34 -12.84 18.48  C123 1.521, N125 1.444, H135 1.094, H136 1.103
125 N -17.97 -14.20 18.82  C124 1.444, C126 1.475, H137 1.010
126 C -18.52 -14.72 20.09  N125 1.475, C127 1.513, H138 1.098, H139 1.092
127 C -18.26 -16.21 20.14  C126 1.513, O128 1.413, H140 1.094, H141 1.105
128 O -18.73 -16.71 21.37  C127 1.413, C129 1.405
129 C -19.02 -18.09 21.33  O128 1.405, H142 1.091, H143 1.092, H144 1.095
130 H -17.75 -8.65 19.54  C121 1.091
131 H -16.20 -9.47 19.76  C121 1.100
132 H -17.49 -9.81 20.86  C121 1.097
133 H -18.91 -11.67 20.19  C123 1.099
134 H -17.22 -12.22 20.21  C123 1.096
135 H -17.72 -12.54 17.62  C124 1.094
136 H -19.37 -12.72 18.12  C124 1.103
137 H -18.14 -14.86 18.08  N125 1.010
138 H -19.60 -14.51 20.12  C126 1.098
139 H -17.98 -14.22 20.90  C126 1.092
140 H -17.21 -16.44 19.93  C127 1.094
141 H -18.88 -16.65 19.34  C127 1.105
142 H -19.62 -18.30 22.22  C129 1.091
143 H -18.12 -18.70 21.36  C129 1.092
144 H -19.67 -18.31 20.48  C129 1.095
145 C -3.59 -5.60 22.83  O146 1.401, H154 1.094, H155 1.091, H156 1.095
146 O -4.98 -5.47 22.92  C145 1.401, C147 1.413
147 C -5.47 -6.04 24.12  O146 1.413, C148 1.520, H157 1.104, H158 1.095
148 C -6.98 -6.14 24.07  C147 1.520, N149 1.459, H159 1.098, H160 1.102
149 N -7.57 -4.89 23.60  C148 1.459, C150 1.453, H161 1.004
150 C -8.81 -4.97 22.85  N149 1.453, C151 1.514, H162 1.094, H163 1.094
151 C -9.95 -5.28 23.81  C150 1.514, O152 1.413, H164 1.089, H165 1.111
152 O -11.24 -4.93 23.34  C151 1.413, C153 1.422
153 C -11.55 -5.53 22.09  O152 1.422, H166 1.097, H167 1.089, H168 1.096
154 H -3.10 -5.22 23.73  C145 1.094
155 H -3.25 -5.02 21.97  C145 1.091
156 H -3.30 -6.64 22.62  C145 1.095
157 H -5.22 -5.35 24.94  C147 1.104
158 H -5.03 -7.01 24.38  C147 1.095
159 H -7.43 -6.30 25.06  C148 1.098
160 H -7.30 -7.05 23.52  C148 1.102
161 H -6.88 -4.24 23.27  N149 1.004
162 H -8.82 -5.68 22.02  C150 1.094
163 H -8.93 -3.92 22.56  C150 1.094
164 H -9.81 -4.88 24.81  C151 1.089
165 H -9.96 -6.36 24.06  C151 1.111
166 H -11.21 -4.89 21.27  C153 1.097
167 H -12.64 -5.63 22.05  C153 1.089
168 H -11.07 -6.50 21.94  C153 1.096
169 C -18.41 -3.35 27.99  O170 1.406, H178 1.100, H179 1.092, H180 1.086
170 O -18.83 -3.75 29.27  C169 1.406, C171 1.404
171 C -18.90 -5.12 29.55  O170 1.404, C172 1.532, H181 1.087, H182 1.106
172 C -19.79 -5.99 28.66  C171 1.532, N173 1.448, H183 1.099, H184 1.104
173 N -19.40 -6.16 27.27  C172 1.448, C174 1.459, H185 1.012
174 C -18.31 -7.11 27.09  N173 1.459, C175 1.499, H186 1.098, H187 1.100
175 C -18.20 -7.55 25.66  C174 1.499, O176 1.415, H188 1.102, H189 1.100
176 O -19.35 -8.28 25.30  C175 1.415, C177 1.395
177 C -19.49 -8.39 23.91  O176 1.395, H190 1.101, H191 1.090, H192 1.096
178 H -17.34 -3.55 27.81  C169 1.100
179 H -18.53 -2.27 27.94  C169 1.092
180 H -19.00 -3.80 27.20  C169 1.086
181 H -19.24 -5.28 30.57  C171 1.087
182 H -17.86 -5.50 29.48  C171 1.106
183 H -20.77 -5.48 28.66  C172 1.099
184 H -19.96 -6.93 29.21  C172 1.104
185 H -20.21 -6.45 26.73  N173 1.012
186 H -18.27 -7.95 27.79  C174 1.098
187 H -17.38 -6.54 27.26  C174 1.100
188 H -17.24 -8.08 25.56  C175 1.102
189 H -18.09 -6.71 24.94  C175 1.100
190 H -19.72 -7.41 23.46  C177 1.101
191 H -20.35 -9.02 23.69  C177 1.090
192 H -18.61 -8.80 23.41  C177 1.096
193 C -4.28 -9.16 21.20  O194 1.395, H202 1.098, H203 1.090, H204 1.098
194 O -5.22 -10.14 21.52  C193 1.395, C195 1.417
195 C -6.55 -9.67 21.35  O194 1.417, C196 1.517, H205 1.101, H206 1.097
196 C -7.49 -10.85 21.20  C195 1.517, N197 1.447, H207 1.098, H208 1.093
197 N -8.76 -10.55 20.57  C196 1.447, C198 1.468, H209 1.018
198 C -9.65 -9.80 21.46  N197 1.468, C199 1.498, H210 1.097, H211 1.095
199 C -11.05 -9.69 20.94  C198 1.498, O200 1.401, H212 1.111, H213 1.098
200 O -11.16 -8.56 20.13  C199 1.401, C201 1.421
201 C -12.51 -8.19 19.86  O200 1.421, H214 1.088, H215 1.101, H216 1.092
202 H -4.24 -9.02 20.11  C193 1.098
203 H -3.29 -9.47 21.53  C193 1.090
204 H -4.47 -8.20 21.70  C193 1.098
205 H -6.58 -9.06 20.43  C195 1.101
206 H -6.81 -9.04 22.21  C195 1.097
207 H -7.73 -11.26 22.19  C196 1.098
208 H -6.97 -11.69 20.73  C196 1.093
209 H -8.60 -9.95 19.76  N197 1.018
210 H -9.26 -8.81 21.74  C198 1.097
211 H -9.66 -10.40 22.38  C198 1.095
212 H -11.69 -9.56 21.84  C199 1.111
213 H -11.45 -10.62 20.53  C199 1.098
214 H -13.14 -8.17 20.75  C201 1.088
215 H -12.92 -8.86 19.09  C201 1.101
216 H -12.49 -7.21 19.39  C201 1.092
217 C -14.47 -16.24 30.85  O218 1.421, H226 1.093, H227 1.092, H228 1.090
218 O -13.28 -16.16 30.08  C217 1.421, C219 1.403
219 C -13.49 -16.06 28.69  O218 1.403, C220 1.528, H229 1.100, H230 1.091
220 C -14.04 -14.69 28.29  C219 1.528, N221 1.466, H231 1.091, H232 1.098
221 N -13.08 -13.59 28.44  C220 1.466, C222 1.478, H233 1.021
222 C -12.28 -13.42 27.21  N221 1.478, C223 1.515, H234 1.091, H235 1.097
223 C -11.31 -12.27 27.38  C222 1.515, O224 1.402, H236 1.096, H237 1.107
224 O -10.48 -12.52 28.49  C223 1.402, C225 1.406
225 C -9.36 -11.68 28.57  O224 1.406, H238 1.090, H239 1.097, H240 1.093
226 H -15.25 -16.77 30.30  C217 1.093
227 H -14.78 -15.23 31.15  C217 1.092
228 H -14.24 -16.80 31.75  C217 1.090
229 H -14.19 -16.83 28.35  C219 1.100
230 H -12.55 -16.22 28.17  C219 1.091
231 H -14.95 -14.44 28.84  C220 1.091
232 H -14.32 -14.81 27.24  C220 1.098
233 H -12.39 -13.94 29.11  N221 1.021
234 H -12.97 -13.13 26.42  C222 1.091
235 H -11.70 -14.32 26.98  C222 1.097
236 H -11.82 -11.30 27.40  C223 1.096
237 H -10.67 -12.28 26.48  C223 1.107
238 H -8.91 -11.93 29.53  C225 1.090
239 H -9.65 -10.62 28.65  C225 1.097
240 H -8.67 -11.85 27.73  C225 1.093